Record 1
57
Properties=species:S:1:pos:R:3:lowdin_charge:R:1 method="wB97M-V/def2-TZVPD" multiplicity=1 energy_ev=-48360.7923 charge=+3 e_lumo_ha="-0.4394 / -0.4187"
Sn 0.082 -0.500 0.352 1.3033
C -1.660 -3.560 0.227 -0.0241
C -1.406 -2.906 -1.087 -0.3125
C -1.784 -3.318 -2.354 0.0711
C -1.321 -2.349 -3.238 -0.2153
C -1.456 -2.292 -4.718 0.0155
N -0.689 -1.403 -2.520 0.0388
N -0.744 -1.739 -1.191 -0.1217
B -0.047 -0.092 -2.966 -0.4832
N 1.496 -0.131 -2.550 0.1158
N 1.831 -0.263 -1.177 0.0141
C 3.124 -0.222 -1.059 -0.2601
C 3.877 -0.323 0.209 0.0164
C 3.693 -0.052 -2.381 0.2351
C 2.569 -0.001 -3.280 -0.1749
C 2.590 0.154 -4.754 0.0412
N -0.658 1.100 -2.224 0.0390
N -0.694 1.140 -0.850 -0.1057
C -1.294 2.287 -0.493 -0.3086
C -1.528 2.666 0.928 -0.0136
C -1.638 2.994 -1.636 0.0649
C -1.226 2.221 -2.710 -0.2202
C -1.367 2.497 -4.166 0.0150
H -2.192 -4.496 0.077 0.1001
H -0.729 -3.792 0.748 0.0844
H -2.279 -2.933 0.872 0.0865
H -2.336 -4.207 -2.608 0.1385
H -1.962 -3.186 -5.073 0.1019
H -2.042 -1.426 -5.026 0.0997
H -0.482 -2.239 -5.204 0.0922
H -0.109 0.054 -4.139 0.1251
H 3.219 -0.370 1.074 0.0656
H 4.506 -1.217 0.191 0.1195
H 4.544 0.535 0.312 0.1166
H 4.739 0.015 -2.639 0.1587
H 3.615 0.166 -5.117 0.1077
H 2.055 -0.665 -5.232 0.1098
H 2.108 1.089 -5.045 0.1125
H -1.148 1.911 1.619 0.0125
H -1.043 3.616 1.150 0.1029
H -2.595 2.788 1.113 0.1055
H -2.143 3.943 -1.682 0.1391
H -1.877 3.447 -4.309 0.1015
H -0.395 2.557 -4.655 0.0919
H -1.950 1.719 -4.659 0.0984
S -0.260 0.951 4.660 0.8737
C -0.260 0.715 6.381 -0.7559
N -0.151 1.705 7.243 0.0671
C -0.254 1.223 8.636 -0.0619
C -0.295 -0.311 8.451 -0.0632
N -0.375 -0.451 6.982 0.0662
H -0.043 2.673 6.983 0.1647
H -1.154 1.618 9.101 0.1366
H 0.618 1.548 9.199 0.1375
H -1.172 -0.760 8.909 0.1371
H 0.601 -0.804 8.823 0.1350
H -0.506 -1.326 6.501 0.1621

Record 2
6
Properties=species:S:1:pos:R:3:lowdin_charge:R:1 method="wB97M-V/def2-TZVPD" multiplicity=1 energy_ev=-220919.7506 relative_energy_kj_mol=359.4 e_lumo_ha="-0.0600 / -0.0651"
N -0.699 0.371 2.134 0.0250
P -0.226 -0.175 -0.520 -0.3085
Br 1.136 -2.001 -0.705 0.1027
Br 1.147 1.436 -1.191 0.1253
Br -1.583 -0.072 -2.296 0.1394
H 0.225 0.441 2.578 -0.0840

Number 1: maximum force 0.30 eV/A. Number 2: maximum force 0.84 eV/A.